The following is a DFT calculation (ωB97M-V/def2-TZVPD) of a 2-piece molecular cluster, C3H9NO overall in a non-equilibrium geometry.

Geometry (Å):
C 1.328 -0.722 -1.096
C 0.627 -1.884 -1.089
O -0.343 -2.321 -1.984
H 1.814 -0.292 -0.115
H 1.075 0.020 -1.891
H 0.633 -2.304 0.050
H -0.344 -3.300 -1.838
C -0.857 2.882 1.927
N -0.546 1.487 1.757
H -0.334 3.103 2.908
H -1.914 3.391 1.815
H -0.332 3.618 1.182
H 0.335 1.161 2.134
H -0.954 1.104 0.878

Computed properties:
HOMO   -8.653 eV
F_max   4.1 eV Å⁻¹
Net charge   0
Gap between HOMO and LUMO   0.345 Ha
E_tot   -249.58848 hartree